[1]
# C24H38N2O8

A cluster of 3 separate species, C24H38N2O8 in total in a non-equilibrium geometry (wB97M-V/def2-TZVPD, OMol25).

Results
maximum force	2.19	eV/Å
E	-1648.5307	Eh
relative energy (zero: lowest compared OMol25 entry of this formula, charge and spin)	6.1182	eV

Last column: Mulliken charge in e.
CARTESIAN COORDINATES (ANGSTROEM)
O1 -1.44 1.15 -1.20  -0.657
C1 -0.28 0.97 -0.79  0.060
O2 0.57 1.84 -0.54  -0.652
C2 0.12 -0.51 -0.62  0.361
C3 1.01 -1.03 -1.60  -0.003
C4 1.37 -2.36 -1.49  -0.883
C5 0.84 -3.09 -0.41  0.355
N1 0.05 -2.46 0.43  0.948
C6 -0.48 -3.25 1.59  -1.575
C7 0.64 -3.26 2.65  0.994
C8 0.71 -2.16 3.50  -0.399
C9 1.75 -2.14 4.43  -0.690
C10 2.66 -3.18 4.46  -0.322
C11 2.58 -4.29 3.62  -0.691
C12 1.54 -4.30 2.70  -0.242
N2 -0.36 -1.22 0.38  -0.815
H1 1.40 -0.40 -2.40  0.499
H2 2.05 -2.83 -2.19  0.418
H3 1.09 -4.13 -0.24  0.357
H4 -1.40 -2.81 1.97  0.444
H5 -0.61 -4.28 1.26  0.550
H6 -0.03 -1.37 3.42  0.400
H7 1.81 -1.27 5.08  0.376
H8 3.49 -3.16 5.17  0.349
H9 3.31 -5.09 3.68  0.394
H10 1.46 -5.15 2.01  0.323
C13 -9.74 -0.74 0.19  -0.775
O3 -8.34 -0.79 0.18  -0.232
C14 -7.85 -2.12 0.25  -0.610
C15 -6.39 -2.17 -0.16  -0.356
O4 -6.20 -2.19 -1.57  -0.475
C16 -6.39 -0.94 -2.24  -0.466
C17 -5.26 0.03 -2.03  -0.461
O5 -5.40 0.70 -0.79  -0.315
C18 -4.19 1.32 -0.38  -0.493
H11 -10.14 -1.19 1.11  0.312
H12 -10.05 0.30 0.15  0.232
H13 -10.15 -1.26 -0.68  0.320
H14 -8.43 -2.77 -0.40  0.343
H15 -7.94 -2.46 1.30  0.427
H16 -5.98 -3.12 0.20  0.386
H17 -5.81 -1.37 0.31  0.188
H18 -7.36 -0.50 -1.98  0.199
H19 -6.43 -1.20 -3.30  0.398
H20 -5.28 0.79 -2.82  0.455
H21 -4.30 -0.50 -2.06  0.254
H22 -3.41 0.57 -0.22  0.118
H23 -4.37 1.83 0.56  0.305
H24 -3.86 2.05 -1.12  0.272
C19 2.56 3.64 0.02  -0.559
O6 3.96 3.40 0.01  -0.340
C20 4.25 2.01 0.04  -0.303
C21 5.68 1.76 -0.37  -0.513
O7 5.87 1.76 -1.78  -0.472
C22 5.86 3.04 -2.41  -0.404
C23 7.13 3.83 -2.17  -0.589
O8 7.09 4.47 -0.91  -0.240
C24 8.36 4.90 -0.49  -0.777
H25 2.10 3.21 0.92  0.209
H26 2.40 4.71 0.02  0.321
H27 2.09 3.21 -0.86  0.276
H28 3.57 1.47 -0.63  0.136
H29 4.09 1.66 1.07  0.474
H30 5.95 0.75 -0.05  0.409
H31 6.37 2.45 0.12  0.203
H32 4.97 3.61 -2.13  0.208
H33 5.80 2.83 -3.48  0.390
H34 7.22 4.61 -2.94  0.435
H35 8.00 3.16 -2.23  0.345
H36 9.03 4.04 -0.35  0.320
H37 8.25 5.40 0.47  0.233
H38 8.80 5.60 -1.21  0.315

***

[2]
# CHF3InMgNO3S2

A structure of composition CHF3InMgNO3S2 in a non-equilibrium geometry (wB97M-V/def2-TZVPD, OMol25).

Results
charge	+2
maximum force	3.79	eV/Å
E	-1804.5187	Eh
relative energy (zero: lowest compared OMol25 entry of this formula, charge and spin)	3.2501	eV

Last column: Mulliken charge in e.
CARTESIAN COORDINATES (ANGSTROEM)
Mg1 -2.63 -0.71 -1.84  1.048
N1 -0.21 -0.35 -0.12  -0.059
S1 -0.39 1.01 -0.98  0.696
O1 -1.76 1.03 -1.72  -0.430
S2 -0.71 -1.84 -0.94  -0.309
O2 1.67 -2.84 0.07  -0.277
C1 -0.82 2.14 0.45  0.768
F1 0.22 2.23 1.26  -0.206
F2 -1.86 1.67 1.11  -0.211
F3 -1.10 3.34 -0.03  -0.163
In1 1.22 -1.19 0.87  1.068
O3 2.79 -2.29 1.20  -0.344
H1 3.59 -2.22 0.67  0.419

***

[3]
# C3H11NO3

A cluster of 3 separate species, C3H11NO3 in total (wB97M-V/def2-TZVPD, OMol25).

Results
maximum force	0.69	eV/Å
E	-401.4027	Eh
relative energy (zero: lowest compared OMol25 entry of this formula, charge and spin)	0.2811	eV
SMILES	CNC(C)=O.O.O

Last column: Mulliken charge in e.
CARTESIAN COORDINATES (ANGSTROEM)
C1 -1.80 0.69 -0.21  -1.402
C2 -1.07 -0.28 0.66  0.834
N1 0.12 0.11 1.18  -0.060
C3 0.79 1.39 1.02  -0.947
O1 -1.49 -1.41 0.88  -0.703
H1 -2.79 0.31 -0.40  0.343
H2 -1.31 0.84 -1.17  0.273
H3 -1.92 1.67 0.25  0.411
H4 0.54 -0.58 1.79  0.251
H5 0.67 2.02 1.91  0.301
H6 1.84 1.23 0.84  0.341
H7 0.37 1.91 0.17  0.333
H8 1.49 0.04 -2.54  0.279
H9 1.39 -0.51 -1.12  0.349
O2 1.55 0.31 -1.62  -0.595
H10 0.17 -2.11 -0.03  0.363
H11 0.60 -3.26 -0.95  0.297
O3 0.87 -2.38 -0.65  -0.667

***

[4]
# C21H69B5KNO7Zr

A structure of composition C21H69B5KNO7Zr in a non-equilibrium geometry (wB97M-V/def2-TZVPD, OMol25).

Results
spin multiplicity	2
<S²>	0.7544
charge	+1
maximum force	5.03	eV/Å
E	-2193.3000	Eh

Last column: Mulliken charge in e.
CARTESIAN COORDINATES (ANGSTROEM)
Zr1 0.82 2.43 0.85  0.338
K1 0.79 0.40 -3.46  0.677
B1 2.74 2.31 -1.40  1.752
H1 1.90 2.06 -0.76  -1.194
H2 2.43 3.06 -2.10  -0.283
H3 3.56 2.67 -0.80  -0.226
H4 3.14 1.44 -1.90  -0.404
B2 -0.80 2.78 2.64  0.665
H5 -0.86 3.34 3.56  -0.085
H6 -0.52 3.44 1.82  0.100
H7 -0.02 2.05 2.74  -0.469
H8 -1.73 2.34 2.31  -0.332
B3 0.00 4.08 -0.68  0.696
H9 -0.17 4.69 -1.55  -0.177
H10 0.94 4.35 -0.21  0.110
H11 -0.83 4.20 0.00  -0.158
H12 0.06 3.05 -0.98  -0.266
B4 -0.69 0.95 0.02  -0.403
H13 0.17 1.09 -0.62  0.303
H14 -1.48 0.37 -0.43  -0.433
H15 -0.36 0.47 0.93  -0.412
H16 -1.09 1.91 0.29  0.346
B5 2.19 0.63 1.34  0.593
H17 1.77 0.26 0.42  -0.197
H18 2.87 -0.08 1.79  -0.246
H19 2.66 1.56 1.06  0.175
H20 1.28 0.84 1.88  -0.066
C1 -1.07 2.62 -6.36  -0.824
O1 -1.50 1.44 -5.65  -0.376
C2 -2.21 1.72 -4.45  -0.355
C3 -2.83 0.43 -3.81  0.078
O2 -1.79 -0.43 -3.33  0.090
C4 -2.22 -1.61 -2.75  -0.810
H21 -0.50 3.20 -5.64  0.338
H22 -1.85 3.32 -6.68  0.308
H23 -0.34 2.21 -7.05  0.298
H24 -2.97 2.50 -4.53  0.627
H25 -1.43 2.01 -3.74  -0.168
H26 -3.49 -0.04 -4.54  0.438
H27 -3.44 0.72 -2.95  -0.431
H28 -2.94 -1.52 -1.93  0.254
H29 -1.42 -2.29 -2.45  0.100
H30 -2.79 -2.19 -3.47  0.370
C5 -4.42 1.00 -0.02  -0.248
O3 -5.25 2.11 -0.35  -0.398
C6 -4.65 3.35 -0.31  -0.624
C7 -3.86 3.65 -1.63  0.527
O4 -4.62 3.86 -2.85  -0.444
C8 -5.65 2.93 -3.10  -0.522
H31 -3.79 0.70 -0.86  -0.107
H32 -5.08 0.20 0.30  0.346
H33 -3.86 1.23 0.88  0.179
H34 -4.01 3.43 0.57  0.321
H35 -5.44 4.09 -0.15  0.337
H36 -3.12 2.87 -1.80  -0.439
H37 -3.25 4.52 -1.38  0.339
H38 -5.28 1.98 -2.74  0.087
H39 -5.85 2.82 -4.17  0.290
H40 -6.51 3.23 -2.50  0.312
C9 1.15 -2.42 -0.97  -1.034
O5 1.63 -2.12 -2.31  -0.097
C10 1.91 -3.28 -3.03  -0.588
C11 2.68 -2.82 -4.27  -0.726
O6 1.84 -1.94 -5.09  -0.209
C12 2.41 -1.74 -6.34  -0.929
H41 0.30 -1.82 -0.66  0.101
H42 1.82 -2.26 -0.13  0.410
H43 0.91 -3.48 -0.85  0.504
H44 0.94 -3.66 -3.37  0.307
H45 2.44 -4.05 -2.47  0.447
H46 3.03 -3.75 -4.72  0.459
H47 3.59 -2.28 -3.98  0.351
H48 1.87 -0.99 -6.92  0.247
H49 2.38 -2.61 -7.00  0.342
H50 3.44 -1.38 -6.29  0.373
C13 3.07 -0.46 4.83  -1.532
C14 3.14 -1.94 4.88  1.658
C15 2.80 -2.45 6.29  -1.424
C16 1.35 -2.34 6.65  -0.497
C17 0.59 -3.23 5.67  -1.290
C18 0.82 -2.90 4.13  1.717
N1 2.30 -2.68 3.90  0.465
O7 2.70 -2.39 2.58  -0.311
C19 0.31 -4.14 3.25  -1.635
C20 -0.13 -1.77 3.82  -2.185
C21 4.57 -2.39 4.67  -1.912
H51 3.77 -0.04 5.55  0.476
H52 2.09 -0.04 5.06  0.332
H53 3.34 -0.13 3.83  0.587
H54 3.05 -3.49 6.48  0.408
H55 3.40 -1.91 7.03  0.474
H56 1.08 -1.29 6.58  0.296
H57 1.27 -2.74 7.66  0.408
H58 -0.47 -3.10 5.84  0.417
H59 0.86 -4.27 5.83  0.404
H60 -0.72 -4.42 3.45  0.391
H61 0.38 -3.83 2.21  0.305
H62 0.96 -5.01 3.39  0.446
H63 -0.05 -1.18 2.91  0.437
H64 -1.16 -2.11 3.74  0.572
H65 -0.18 -0.95 4.54  0.357
H66 4.66 -3.48 4.69  0.445
H67 5.21 -1.98 5.45  0.420
H68 4.99 -1.97 3.75  0.406
H69 2.32 -1.52 2.43  0.110